# 1
136
Properties=species:S:1:pos:R:3:forces:R:3:mulliken_charge:R:1 method="wB97M-V/def2-TZVPD" smiles=COC[C@H](C)N.COC[C@H](C)N.COC[C@H](C)N.COC[C@H](C)N.COC[C@H](C)N.COC[C@H](C)N.COC[C@H](C)N.COC[C@H](C)N e_tot_ha=-2311.691209
C 3.492 -6.138 -0.599 -0.4 1.2 0.6 -0.85
O 3.418 -5.035 -1.501 -1.0 -0.5 0.2 -0.16
C 4.582 -4.745 -2.185 1.0 1.0 -2.0 -0.70
C 4.439 -3.414 -3.084 0.5 -1.7 -0.3 0.34
C 5.652 -3.046 -3.964 -0.6 -0.7 -0.7 -1.39
N 4.224 -2.288 -2.263 -0.1 0.7 1.5 -0.59
H 2.580 -6.031 -0.012 -0.1 -0.4 -0.1 0.24
H 4.290 -5.980 0.127 0.4 -0.1 -0.1 0.38
H 3.568 -7.142 -1.015 0.0 0.2 -0.5 0.29
H 5.389 -4.600 -1.467 0.4 0.2 0.1 0.34
H 4.868 -5.551 -2.862 0.1 -0.4 -0.1 0.32
H 3.577 -3.517 -3.743 -0.1 -0.4 -0.1 0.27
H 5.931 -3.880 -4.607 0.3 -0.1 0.1 0.37
H 6.521 -2.621 -3.461 0.0 -0.4 0.4 0.34
H 5.340 -2.256 -4.647 -0.2 0.1 0.1 0.36
H 3.579 -2.598 -1.551 -0.6 0.4 0.3 0.23
H 5.097 -2.296 -1.754 0.3 1.0 0.6 0.21
C -3.677 -1.840 5.145 0.0 0.3 0.1 -0.78
O -3.260 -0.774 5.992 -2.4 -1.7 0.8 -0.37
C -2.039 -0.244 5.719 0.7 0.9 -1.0 -0.71
C -1.695 0.724 6.844 1.1 -0.6 0.1 0.51
C -0.316 1.330 6.714 -0.3 0.0 -0.6 -1.44
N -1.726 0.031 8.123 -1.4 -0.2 0.1 -0.80
H -2.911 -2.611 5.058 0.1 -0.2 0.2 0.33
H -3.897 -1.520 4.126 0.0 0.4 -0.1 0.31
H -4.597 -2.260 5.550 0.2 0.0 0.1 0.28
H -1.306 -1.041 5.595 0.5 -0.1 0.0 0.35
H -2.206 0.283 4.779 0.9 0.4 -0.5 0.35
H -2.502 1.455 6.807 0.1 0.3 0.4 0.31
H 0.413 0.525 6.620 0.1 -0.1 -0.1 0.34
H -0.055 1.874 7.621 -0.1 0.3 -0.3 0.40
H -0.303 1.929 5.804 0.5 0.3 0.2 0.32
H -2.543 -0.542 7.971 -0.6 -0.3 0.9 0.32
H -1.011 -0.676 8.221 0.7 0.2 -0.3 0.27
C -2.498 5.494 -3.069 0.6 0.2 0.6 -0.86
O -1.136 5.896 -3.381 -0.9 -0.5 1.1 -0.22
C -0.710 5.687 -4.722 -2.5 -0.4 0.2 -0.91
C 0.593 6.308 -5.035 1.5 0.3 1.7 0.47
C 1.635 6.077 -3.875 0.0 -1.0 -1.0 -1.25
N 0.432 7.730 -5.198 -0.4 1.2 -0.4 -0.76
H -3.289 5.925 -3.681 0.4 0.2 -0.6 0.33
H -2.745 5.798 -2.052 0.5 0.6 0.1 0.24
H -2.690 4.426 -2.966 0.6 -0.4 -0.8 0.34
H -0.725 4.631 -4.994 0.2 -0.3 0.3 0.35
H -1.517 6.158 -5.283 0.2 0.1 -0.9 0.44
H 0.894 5.857 -5.981 0.4 0.1 0.0 0.32
H 1.874 5.024 -3.728 -0.3 -0.3 0.1 0.32
H 1.287 6.467 -2.919 -0.1 0.2 -0.2 0.28
H 2.601 6.504 -4.147 -0.1 0.4 0.0 0.39
H 1.289 8.209 -5.436 0.3 -0.3 -0.4 0.26
H 0.217 8.145 -4.303 -0.4 -0.1 0.3 0.26
C -3.815 -6.668 2.054 -0.3 0.8 0.3 -0.76
O -4.598 -5.472 1.861 0.3 -0.8 -0.8 -0.25
C -5.513 -5.587 0.747 0.0 0.6 0.4 -0.70
C -6.041 -4.135 0.392 -1.7 -1.2 -0.1 0.45
C -7.326 -4.144 -0.500 0.6 -0.7 0.1 -1.49
N -5.067 -3.284 -0.245 0.4 -0.3 0.5 -0.68
H -4.429 -7.564 2.143 -0.3 0.0 0.1 0.31
H -3.253 -6.515 2.976 -0.1 -0.1 0.0 0.24
H -3.084 -6.864 1.269 -0.1 0.3 -0.4 0.29
H -5.036 -6.106 -0.084 0.4 0.5 -0.5 0.32
H -6.285 -6.306 1.020 -0.6 0.3 0.3 0.42
H -6.329 -3.692 1.345 0.2 0.1 0.1 0.30
H -7.163 -4.838 -1.324 0.1 0.0 -0.3 0.30
H -7.533 -3.163 -0.929 0.2 0.0 0.2 0.40
H -8.236 -4.504 -0.022 0.2 0.0 0.4 0.39
H -4.783 -3.743 -1.099 0.1 0.0 -0.4 0.22
H -4.272 -3.371 0.372 0.6 0.4 0.0 0.25
C -4.471 -5.647 -5.360 0.9 -0.3 0.2 -0.81
O -3.416 -5.441 -4.391 -0.2 0.4 -0.1 -0.23
C -2.139 -6.053 -4.670 -0.4 0.5 -0.9 -0.78
C -1.016 -5.563 -3.716 -2.5 1.6 0.6 0.73
C -0.782 -4.040 -3.792 0.0 0.4 0.2 -1.41
N 0.191 -6.303 -3.839 0.8 -1.0 0.0 -0.76
H -4.728 -6.703 -5.438 0.0 -0.2 0.1 0.33
H -4.222 -5.310 -6.366 0.5 0.1 -0.1 0.31
H -5.382 -5.110 -5.096 0.3 0.1 0.6 0.24
H -2.301 -7.131 -4.678 0.4 -0.3 0.4 0.36
H -1.836 -5.802 -5.686 0.0 0.1 -0.3 0.37
H -1.442 -5.708 -2.723 -0.3 0.0 0.4 0.13
H -1.671 -3.431 -3.627 -0.5 -0.5 -0.3 0.35
H -0.307 -3.653 -4.694 0.0 -0.4 -0.2 0.33
H -0.171 -3.684 -2.963 0.5 -0.4 0.1 0.32
H 0.740 -6.078 -3.022 0.6 0.6 0.0 0.21
H -0.043 -7.251 -3.581 -0.1 -0.7 -0.5 0.31
C -0.471 -1.758 0.919 1.2 0.1 -0.2 -0.69
O -0.509 -0.574 0.134 -0.8 -0.3 0.5 -0.26
C 0.322 0.459 0.638 -0.2 0.9 -1.7 -0.55
C 0.231 1.633 -0.434 0.5 -1.5 -1.2 0.60
C 0.706 1.190 -1.840 -0.4 -1.0 0.0 -1.48
N 0.970 2.800 -0.030 -0.3 0.7 1.0 -0.56
H 0.548 -2.133 0.825 0.3 -0.3 0.4 0.27
H -1.084 -2.586 0.564 -0.5 0.6 -0.4 0.30
H -0.683 -1.596 1.976 -0.1 0.2 0.1 0.20
H 0.003 0.830 1.612 -0.3 0.0 0.2 0.35
H 1.347 0.106 0.749 0.3 0.0 -0.1 0.25
H -0.813 1.911 -0.579 -0.4 -0.5 0.3 0.23
H 0.287 0.197 -2.005 -0.1 -0.1 -0.2 0.34
H 1.771 1.079 -2.041 0.3 0.2 0.7 0.34
H 0.345 1.799 -2.669 -0.3 0.4 0.3 0.30
H 0.667 3.534 -0.655 0.5 0.3 -0.8 0.21
H 0.427 3.114 0.761 0.4 0.3 1.1 0.17
C 5.532 -1.234 2.288 -0.2 -0.9 -1.4 -0.81
O 5.478 -0.199 1.334 0.7 1.1 0.5 -0.23
C 5.495 1.090 1.959 0.5 1.0 -0.5 -0.77
C 5.842 2.236 0.917 -1.0 0.7 1.6 0.39
C 5.561 3.660 1.571 -0.2 -1.9 0.1 -1.34
N 5.062 2.070 -0.271 -0.6 -0.3 -0.8 -0.64
H 4.542 -1.343 2.730 0.2 0.1 0.8 0.33
H 6.413 -1.217 2.929 -0.3 0.6 0.6 0.32
H 5.696 -2.143 1.708 -0.2 -0.2 -0.2 0.22
H 4.542 1.286 2.450 -0.5 0.1 -0.3 0.32
H 6.206 1.151 2.784 0.5 -0.4 0.0 0.42
H 6.905 2.218 0.677 0.1 -0.3 0.0 0.23
H 4.504 3.808 1.789 -0.3 -0.3 -0.3 0.32
H 5.862 4.509 0.959 0.5 -0.2 0.2 0.35
H 5.996 3.580 2.568 0.5 0.7 -0.1 0.36
H 4.851 1.086 -0.356 0.3 -0.4 -0.5 0.26
H 4.133 2.447 -0.147 -0.2 0.5 0.1 0.26
C -2.447 4.766 2.582 0.3 -0.5 0.8 -0.83
O -1.170 5.345 2.324 0.0 -0.4 -0.3 -0.18
C -1.132 6.752 2.380 -0.2 0.7 -1.9 -0.89
C 0.245 7.382 1.951 0.2 -0.7 3.2 0.36
C 1.208 7.447 3.208 -0.6 -1.1 -1.2 -1.39
N 0.066 8.765 1.594 -0.4 0.4 -1.2 -0.72
H -3.358 5.055 2.058 0.3 1.3 -0.5 0.34
H -2.625 4.884 3.651 -0.3 -0.2 0.1 0.34
H -2.449 3.710 2.311 0.8 -0.1 0.3 0.22
H -1.870 7.099 1.657 -0.1 0.3 -0.4 0.39
H -1.517 7.186 3.303 0.4 -0.2 0.7 0.37
H 0.763 6.800 1.188 -0.5 0.1 -0.3 0.34
H 2.039 8.090 2.917 0.1 0.0 0.4 0.46
H 1.601 6.460 3.453 0.0 0.0 0.3 0.29
H 0.624 7.856 4.032 0.3 0.1 0.1 0.32
H -0.338 9.275 2.367 -0.3 0.0 0.2 0.28
H 1.002 9.141 1.549 0.1 0.3 -0.4 0.29

# 2
41
Properties=species:S:1:pos:R:3:forces:R:3:nbo_charge:R:1 method="wB97M-V/def2-TZVPD" charge=-1 e_tot_ha=-1092.949592
N 2.376 -2.788 3.507 0.0 0.0 -0.2 -0.73
C 1.516 -2.823 2.550 0.1 0.2 0.0 0.16
C 0.262 -2.083 2.524 0.2 0.0 0.1 -0.79
P -1.260 -3.408 2.641 0.3 -0.3 0.4 0.47
H 3.125 -3.446 3.288 0.0 0.0 0.1 0.30
H 1.667 -3.473 1.677 0.0 -0.1 0.1 0.14
H 0.215 -1.369 3.351 -0.1 0.0 0.0 0.19
H 0.105 -1.594 1.558 -0.1 -0.1 0.0 0.20
H -0.812 -3.950 1.386 -0.2 0.0 -0.2 -0.15
H -2.131 -2.410 1.955 0.0 0.0 0.0 -0.22
H -1.598 -2.863 3.976 -0.2 0.1 -0.1 -0.20
H -0.358 -4.383 3.324 -0.1 0.1 0.1 -0.21
H -2.380 -4.369 2.709 0.0 0.1 0.1 -0.17
O -0.042 -3.336 -0.807 0.2 -0.1 -0.4 -0.54
C 0.268 -2.485 -1.584 -0.2 0.2 0.2 0.79
O 1.590 -2.189 -1.729 0.1 -0.1 0.0 -0.52
C 2.071 -1.246 -2.681 0.0 0.1 0.0 -0.06
C 1.956 0.183 -2.188 -0.1 0.0 0.1 -0.65
C -0.769 -1.689 -2.343 0.1 -0.1 -0.3 -0.75
H 1.581 -1.390 -3.647 0.0 0.0 0.0 0.16
H 3.121 -1.506 -2.819 0.0 -0.1 0.0 0.18
H 0.922 0.469 -2.003 0.0 0.0 0.0 0.24
H 2.380 0.872 -2.922 0.0 0.0 0.0 0.20
H 2.496 0.295 -1.248 0.0 0.0 0.0 0.22
H -1.194 -0.953 -1.663 0.0 0.0 0.0 0.28
H -1.550 -2.379 -2.655 0.0 0.0 0.1 0.24
H -0.397 -1.176 -3.228 0.0 0.1 0.1 0.20
O -1.148 1.356 -1.077 0.0 0.1 -0.2 -0.57
C -1.199 2.526 -0.826 0.0 -0.1 0.3 0.80
O -0.065 3.254 -0.924 0.1 0.0 -0.1 -0.51
C -0.031 4.668 -0.726 0.0 0.1 0.1 -0.07
C 0.022 5.042 0.741 0.0 -0.1 0.1 -0.64
C -2.475 3.174 -0.341 0.0 0.2 -0.2 -0.75
H -0.861 5.148 -1.247 0.0 0.0 0.0 0.17
H 0.883 4.992 -1.223 0.0 -0.1 0.0 0.19
H -0.863 4.702 1.278 0.0 0.0 0.0 0.21
H 0.097 6.124 0.853 0.0 0.0 0.0 0.21
H 0.889 4.579 1.213 0.0 0.0 0.0 0.23
H -2.608 2.914 0.708 0.0 0.0 0.0 0.26
H -3.299 2.753 -0.911 0.0 -0.1 0.1 0.25
H -2.504 4.255 -0.447 0.0 0.0 0.1 0.21

# 3
94
Properties=species:S:1:pos:R:3:forces:R:3:mulliken_spin:R:1 method="wB97M-V/def2-TZVPD" charge=+2 multiplicity=2 e_tot_ha=-4901.684490
Ir -0.677 -0.273 -0.105 2.1 -0.3 -0.2 0.50
C 2.631 1.142 0.055 -0.2 0.2 0.3 0.00
C 1.992 2.540 0.139 0.0 0.1 -0.2 0.01
C 1.320 2.725 1.467 -1.5 -0.1 -0.4 0.00
C 2.067 2.709 2.618 -0.1 -0.2 0.7 -0.01
C 1.473 2.575 3.869 -0.7 -0.1 -0.8 0.00
C 0.095 2.311 3.899 1.0 -0.3 0.6 0.00
C -0.642 2.379 2.760 0.1 0.9 -1.4 0.01
N -0.080 2.760 1.543 2.4 -1.2 3.3 0.05
N 1.806 0.102 -0.580 -1.0 -0.6 -0.3 0.02
C 1.776 0.279 -2.040 0.0 0.0 -0.3 0.01
C 0.730 1.267 -2.486 0.0 0.0 -0.1 0.00
C 0.974 2.186 -3.494 -0.1 -0.1 0.1 0.00
C -0.051 3.017 -3.921 -0.2 -0.2 0.2 0.00
C -1.304 2.878 -3.339 0.3 -0.1 -0.2 0.00
C -1.472 1.929 -2.347 -0.1 0.1 -0.1 0.00
N -0.476 1.158 -1.912 -0.8 -0.2 0.7 0.01
C 2.373 -1.206 -0.214 -0.1 -0.3 0.0 0.00
C 1.843 -1.732 1.097 0.2 0.0 0.0 0.02
C 2.555 -2.669 1.834 -0.1 0.2 0.0 0.00
C 1.983 -3.216 2.970 -0.2 0.1 -0.1 0.01
C 0.732 -2.768 3.368 0.2 0.1 -0.1 -0.01
C 0.097 -1.811 2.598 0.0 -0.2 0.3 0.00
N 0.626 -1.333 1.472 -1.3 0.4 -0.2 -0.02
H 3.578 1.226 -0.495 -0.1 -0.1 0.0 0.00
H 2.855 0.803 1.068 0.1 -0.1 -0.1 -0.01
H 2.791 3.279 0.033 -0.1 0.0 0.0 0.00
H 1.297 2.679 -0.684 0.1 0.1 0.1 -0.01
H 3.142 2.759 2.534 0.1 0.0 -0.1 0.00
H 2.059 2.614 4.771 0.1 0.0 0.2 0.00
H -0.386 2.067 4.833 -0.2 0.0 0.0 0.00
H -1.705 2.236 2.772 -0.3 0.1 -0.1 0.00
H 2.759 0.572 -2.434 -0.1 -0.1 0.0 0.00
H 1.497 -0.681 -2.491 0.1 0.1 0.1 0.00
H 1.953 2.246 -3.936 0.2 0.0 -0.1 0.00
H 0.122 3.739 -4.702 0.0 0.1 -0.1 0.00
H -2.133 3.489 -3.654 -0.1 0.1 0.0 0.00
H -2.427 1.779 -1.867 0.0 -0.1 0.0 0.00
H 2.088 -1.939 -0.975 0.1 0.2 0.0 0.00
H 3.471 -1.167 -0.178 -0.1 0.0 -0.1 0.00
H 3.536 -2.974 1.508 0.2 0.0 -0.1 0.00
H 2.503 -3.976 3.531 0.1 -0.1 0.1 0.00
H 0.257 -3.151 4.255 -0.1 0.0 0.1 0.00
H -0.868 -1.412 2.869 -0.2 0.0 -0.1 0.00
Br -3.320 6.072 -2.385 0.2 -0.3 0.3 0.00
C -2.319 5.021 -1.162 0.1 0.1 0.1 0.00
C -0.953 5.268 -1.004 -0.8 0.1 -0.3 0.00
C -0.228 4.516 -0.118 -0.1 -0.8 1.1 0.00
C -0.829 3.476 0.628 -2.0 1.3 -2.7 0.01
C -2.210 3.243 0.446 1.1 -0.2 0.4 -0.01
C -2.944 4.015 -0.422 0.1 0.8 -0.5 0.00
H -0.479 6.072 -1.545 0.0 0.1 -0.1 0.00
H 0.803 4.774 0.060 0.2 0.1 0.0 0.00
H -2.683 2.420 0.955 -0.1 -0.2 0.1 -0.02
H -4.004 3.858 -0.544 -0.1 -0.1 0.0 0.00
C 0.190 -4.565 -0.849 0.0 0.1 -0.2 0.01
C 0.512 -3.962 -2.205 0.4 -0.4 0.1 -0.01
O -0.413 -2.972 -2.649 -0.5 0.7 0.2 0.00
P -1.356 -1.996 -1.749 -0.1 0.4 0.5 0.36
O -2.108 -1.248 -2.941 0.1 0.1 0.3 0.00
C -1.703 -1.143 -4.312 -0.1 -0.1 -0.4 0.00
C -2.260 -2.295 -5.128 0.2 0.2 0.2 0.00
O -2.507 -2.915 -1.147 0.4 0.1 0.0 0.01
C -3.363 -3.724 -1.990 -0.3 -0.4 -0.1 0.00
C -3.941 -4.865 -1.177 0.2 0.3 -0.1 0.00
H 1.022 -5.187 -0.530 0.1 -0.1 0.1 0.00
H -0.701 -5.185 -0.908 -0.1 0.0 0.1 0.00
H 0.022 -3.781 -0.109 0.0 0.0 0.1 0.00
H 0.494 -4.739 -2.976 0.1 0.2 0.1 0.00
H 1.518 -3.522 -2.208 -0.1 0.0 0.0 0.00
H -0.613 -1.099 -4.371 0.0 0.0 0.0 0.00
H -2.122 -0.198 -4.663 0.1 0.0 0.1 0.00
H -1.759 -3.226 -4.878 0.0 -0.1 0.0 0.00
H -2.115 -2.092 -6.184 0.0 0.0 -0.2 0.00
H -3.324 -2.390 -4.930 -0.1 0.0 -0.1 0.00
H -2.779 -4.108 -2.830 0.0 0.1 0.0 0.00
H -4.165 -3.091 -2.375 0.2 0.1 0.0 0.00
H -3.150 -5.464 -0.732 0.1 -0.1 0.0 0.00
H -4.533 -5.500 -1.833 -0.1 0.0 0.0 0.00
H -4.575 -4.492 -0.378 -0.1 0.0 0.1 0.00
C -4.050 0.334 2.717 0.4 -0.2 -0.6 0.01
C -3.518 -0.438 1.492 -1.5 -1.0 -0.5 0.00
C -3.436 -1.946 1.818 0.1 0.6 -0.1 -0.01
C -4.478 -0.259 0.292 0.3 -0.1 0.6 0.00
O -2.292 0.081 1.166 2.8 0.9 -0.6 0.06
H -4.973 -0.113 3.069 -0.2 0.0 0.1 0.00
H -4.245 1.372 2.457 -0.1 0.2 0.0 0.00
H -3.313 0.303 3.517 0.1 -0.1 0.2 0.00
H -4.424 -2.393 1.781 -0.1 -0.1 0.1 0.00
H -3.029 -2.103 2.813 0.1 -0.1 0.2 0.00
H -2.804 -2.432 1.078 0.0 -0.1 0.0 0.00
H -5.438 -0.712 0.517 -0.2 0.0 -0.1 0.00
H -4.044 -0.741 -0.584 0.0 0.0 -0.1 0.00
H -4.629 0.799 0.094 0.0 0.2 -0.1 0.00

Strongest force on any atom in eV Å⁻¹, matching the order above: 3.32, 0.58, 4.23